Entry 1:
Formula: C2H5NO2
Source: the Open Molecules 2025 dataset
Level of theory: ωB97M-V/def2-TZVPD

## Properties
- SMILES string = CO[C@@H]1NO1
- E (a.u.) = -284.3088
- E_LUMO (eV) = 1.03
- 2S+1 = 1
- F_max (eV/Å) = 6.10

Last column: natural (NBO) charge in e.
Atoms and positions in Å:
C  -1.048374  0.021805  -1.141434  -0.262
O  0.292967  0.367991  -0.675601  -0.542
C  0.320644  0.240722  0.762822  0.447
N  1.594166  0.058459  1.410942  -0.337
O  0.711109  -1.080026  1.147539  -0.394
H  -1.203453  -0.939625  -0.516444  0.184
H  -0.948396  -0.126192  -2.183598  0.208
H  -1.706677  0.824533  -0.780941  0.177
H  -0.451191  0.737714  1.224262  0.161
H  2.439205  -0.105382  0.752453  0.357

Cartesian forces, eV/Å:
C 1.40 -1.10 3.68
O 0.06 0.55 1.88
C 3.93 -2.72 -3.79
N 1.03 0.14 -0.99
O -1.23 0.78 0.36
H -0.76 1.14 -1.69
H -0.39 -0.11 -0.92
H -0.29 -0.36 -0.67
H -1.63 0.94 1.43
H -2.11 0.74 0.71

***

Entry 2:
Formula: C2H5NO2
Source: the Open Molecules 2025 dataset
Level of theory: ωB97M-V/def2-TZVPD

## Properties
- E (a.u.) = -284.3817
- E_LUMO (eV) = -1.55
- 2S+1 = 1
- F_max (eV/Å) = 3.21

Last column: natural (NBO) charge in e.
Atoms and positions in Å:
C  0.359476  -0.357191  1.990231  0.102
N  0.040767  0.180962  0.864960  -0.556
H  1.287154  -0.835187  2.230418  0.209
H  -0.185741  -0.093836  2.879464  0.193
H  -0.922386  0.468762  0.688780  0.465
H  0.593179  -0.107450  0.021628  0.477
O  -1.319061  0.094676  -1.485212  -0.791
C  -0.287426  0.205711  -2.165431  0.635
O  0.890231  0.001417  -1.772035  -0.791
H  -0.456194  0.442132  -3.252807  0.058

Cartesian forces, eV/Å:
C -0.35 2.23 -0.19
N 0.68 -2.62 1.73
H 0.53 -0.42 -0.82
H -0.83 -0.29 0.06
H 0.13 0.51 -0.50
H -0.11 0.68 -1.37
O -0.62 0.24 0.70
C 0.04 -0.52 -0.56
O 0.15 0.14 0.52
H 0.38 0.05 0.42

***

Entry 3:
Formula: C2H5NO2
Source: the Open Molecules 2025 dataset
Level of theory: ωB97M-V/def2-TZVPD

## Properties
- SMILES string = CN(O)C=O
- E (a.u.) = -284.3447
- E_LUMO (eV) = 0.67
- 2S+1 = 1
- F_max (eV/Å) = 3.46

Last column: natural (NBO) charge in e.
Atoms and positions in Å:
C  1.248755  -0.255660  0.068371  -0.472
N  -0.107830  0.354023  -0.420867  -0.152
O  -0.333102  1.683975  -0.013041  -0.537
C  -1.166465  -0.454529  -0.217718  0.474
O  -2.313645  -0.061082  0.144140  -0.626
H  1.383596  -0.162520  1.284597  0.214
H  2.284630  0.176623  -0.381128  0.241
H  1.260304  -1.411926  0.005297  0.228
H  -1.304004  1.635509  -0.066053  0.491
H  -0.952243  -1.504415  -0.403594  0.140

Cartesian forces, eV/Å:
C 1.33 -0.06 2.18
N 3.04 -1.10 0.99
O 0.24 -0.87 -0.35
C -3.23 0.45 1.16
O 3.14 -0.54 -1.28
H -0.67 0.37 -2.98
H -3.08 -0.77 0.61
H -0.37 2.04 -0.67
H -0.44 0.66 0.43
H 0.05 -0.19 -0.08

***

Entry 4:
Formula: C2H5NO2P
Source: the Open Molecules 2025 dataset
Level of theory: ωB97M-V/def2-TZVPD

## Properties
- <S²> = 2.0169
- E (a.u.) = -625.5795
- E_LUMO (spin up / spin down) (eV) = 4.34 / 2.52
- 2S+1 = 3
- F_max (eV/Å) = 4.11
- net charge = -1

Last column: natural (NBO) charge in e.
Atoms and positions in Å:
C  -0.967225  -1.047175  -0.193555  -0.135
C  -0.939047  0.351322  0.498789  -0.796
N  1.584130  0.949125  -0.577472  -0.715
O  2.695195  0.043287  -0.292233  -0.568
O  0.416328  -1.335728  -0.126512  -0.845
P  1.039336  -0.033609  0.747712  1.062
H  -1.604354  -1.591138  0.400237  0.144
H  -1.404551  -0.874009  -1.136729  0.163
H  -0.766374  1.174457  -0.186808  0.203
H  -1.885910  0.447262  1.081201  0.195
H  1.832470  1.916206  -0.214626  0.291

Cartesian forces, eV/Å:
C 1.87 3.56 0.84
C -1.32 -0.46 -0.37
N 0.01 0.87 -0.10
O -0.54 0.30 1.02
O -0.22 -1.31 -0.84
P 0.68 0.40 -0.23
H -1.10 -2.26 1.25
H -0.11 -0.36 -1.72
H -0.36 0.11 0.04
H 1.28 0.56 0.35
H -0.19 -1.41 -0.23

***

Entry 5:
Formula: C2H5NO2PS
Source: the Open Molecules 2025 dataset
Level of theory: ωB97M-V/def2-TZVPD

## Properties
- E (a.u.) = -1023.8678
- E_LUMO (spin up / spin down) (eV) = 3.89 / 3.87
- 2S+1 = 1
- F_max (eV/Å) = 3.28
- net charge = -1

Last column: natural (NBO) charge in e.
Atoms and positions in Å:
C  0.372336  0.676017  1.133469  -0.257
C  -1.721096  0.654474  -0.413093  -0.119
N  1.031483  -0.243027  0.301633  -0.528
O  0.880267  -1.701433  0.727626  -0.670
O  -1.259073  -0.369348  -1.192581  -0.718
P  2.432410  -1.140630  0.467116  0.956
S  2.883267  -1.658679  -1.412766  -0.812
H  0.396414  1.722462  0.847415  0.202
H  -0.178963  0.234621  1.959138  0.194
H  -1.742383  1.674019  -1.011200  0.111
H  -2.708299  0.431514  0.085682  0.142
H  -0.386363  -0.279990  -1.492438  0.499

Cartesian forces, eV/Å:
C -0.77 -1.63 -1.42
C 0.12 1.59 -0.90
N -2.48 1.39 0.54
O -0.46 1.22 0.29
O -3.12 -0.57 0.86
P 2.15 -1.21 -0.67
S 0.39 0.06 0.29
H 0.28 -0.25 0.33
H 0.15 0.53 0.04
H 0.10 -1.62 1.42
H 1.24 0.00 -0.52
H 2.40 0.49 -0.23

***

Entry 6:
Formula: C2H5NO2S
Source: the Open Molecules 2025 dataset
Level of theory: ωB97M-V/def2-TZVPD

## Properties
- E (a.u.) = -682.6017
- E_LUMO (eV) = 0.36
- 2S+1 = 1
- F_max (eV/Å) = 2.60

Last column: natural (NBO) charge in e.
Atoms and positions in Å:
C  0.760758  -1.809251  1.159784  0.519
C  0.458690  0.427326  -0.526336  0.140
N  -0.477378  1.040218  0.197831  -0.747
O  -0.579586  -1.910664  0.991020  -0.731
O  1.357266  -0.836647  0.631530  -0.620
S  1.565308  -2.921808  2.071396  -0.315
H  1.358332  0.971712  -0.754824  0.214
H  0.120682  -0.301251  -1.246186  0.213
H  -0.880758  -2.699143  1.467529  0.513
H  -1.283844  0.491482  0.468776  0.414
H  -0.172326  1.720419  0.880649  0.401

Cartesian forces, eV/Å:
C 0.28 -0.69 0.66
C 0.04 -1.26 1.37
N 0.06 0.10 -0.03
O -0.41 0.62 -0.54
O -0.53 1.86 -1.75
S 0.06 -0.66 0.44
H 0.14 0.00 0.09
H 0.00 -0.05 0.00
H 0.33 0.07 -0.02
H 0.11 0.10 -0.10
H -0.08 -0.09 -0.12

***

Entry 7:
Formula: C2H5NO2S
Source: the Open Molecules 2025 dataset
Level of theory: ωB97M-V/def2-TZVPD

## Properties
- SMILES string = C[C@@](O)(S)N=O
- E (a.u.) = -682.4963
- E_LUMO (eV) = -0.40
- 2S+1 = 1
- F_max (eV/Å) = 4.25

Last column: natural (NBO) charge in e.
Atoms and positions in Å:
C  -0.072836  0.587392  -0.121566  -0.643
C  0.777066  -0.518479  0.610887  0.361
O  0.401461  -0.851552  1.875855  -0.727
S  0.527938  -2.192945  -0.472375  -0.061
N  2.142777  -0.531097  0.270195  0.061
O  2.850492  -1.004861  1.144474  -0.297
H  -1.046774  0.120625  0.085528  0.219
H  -0.047864  1.519987  0.362821  0.223
H  0.074505  0.729985  -1.139568  0.229
H  -0.498358  -0.906297  2.235988  0.520
H  0.714460  -1.446585  -1.514411  0.115

Cartesian forces, eV/Å:
C -0.59 -2.72 2.82
C -3.68 -1.03 -1.87
O 1.47 0.37 1.07
S -0.41 0.58 1.19
N 2.28 -0.34 1.92
O -0.06 0.79 -0.89
H -0.21 0.70 -0.62
H 0.31 1.20 0.89
H 0.55 -0.19 -1.76
H 0.22 0.42 -1.31
H 0.12 0.23 -1.44

***

Entry 8:
Formula: C2H5NO2S
Source: the Open Molecules 2025 dataset
Level of theory: ωB97M-V/def2-TZVPD

## Properties
- E (a.u.) = -682.4742
- E_LUMO (spin up / spin down) (eV) = -1.96 / -1.96
- 2S+1 = 1
- F_max (eV/Å) = 3.58

Last column: natural (NBO) charge in e.
Atoms and positions in Å:
C  -1.359276  0.941136  0.079628  -0.727
C  -0.903488  -0.423950  -0.206922  0.620
N  0.509771  -0.444121  -0.158036  -0.202
O  1.122446  -1.654129  -0.263998  -0.525
O  -1.559020  -1.363342  -0.565544  -0.536
S  2.317236  0.743584  0.441965  0.048
H  -0.933547  1.295827  1.037437  0.237
H  -0.986705  1.718238  -0.658849  0.253
H  -2.498765  1.114186  0.065617  0.246
H  1.073397  -2.104461  0.575634  0.459
H  3.217954  0.177029  -0.346928  0.128

Cartesian forces, eV/Å:
C -1.77 3.11 0.00
C 0.87 1.06 -0.43
N 3.12 -0.16 0.31
O -0.07 -0.42 -1.14
O 0.34 -0.26 0.40
S -3.27 -0.16 0.34
H -0.42 -0.28 -0.29
H -0.13 -1.23 0.54
H 1.79 -0.79 0.21
H -0.22 -0.23 0.71
H -0.23 -0.64 -0.66

***

Entry 9:
Formula: C2H5NO2S
Source: the Open Molecules 2025 dataset
Level of theory: ωB97M-V/def2-TZVPD

## Properties
- E (a.u.) = -682.4394
- E_LUMO (spin up / spin down) (eV) = -1.07 / 0.46
- 2S+1 = 1
- F_max (eV/Å) = 3.91

Last column: natural (NBO) charge in e.
Atoms and positions in Å:
C  0.043489  0.204557  -0.222876  -0.109
C  1.039526  -0.248538  0.767782  -0.624
N  -1.581596  1.873856  -0.123477  -0.230
O  2.885346  0.407404  -1.033422  -0.817
O  -0.372399  1.496911  0.197246  -0.315
S  2.728419  0.493202  0.399613  0.970
H  0.637589  0.180345  -1.057042  0.208
H  -0.871070  -0.472335  -0.520545  0.188
H  0.997571  -0.253639  1.811098  0.234
H  1.091465  -1.334880  0.431002  0.231
H  -2.038162  1.172111  -0.777883  0.262

Cartesian forces, eV/Å:
C -2.59 -0.47 1.65
C 1.74 -2.90 -1.96
N -2.05 0.53 -0.95
O 0.37 -0.14 -2.71
O 0.52 -0.48 -0.39
S -1.15 -0.19 2.77
H 1.09 0.83 -2.89
H 1.52 1.08 1.31
H -0.98 0.41 1.63
H 0.68 0.85 0.76
H 0.85 0.47 0.77

***

Entry 10:
Formula: C2H5NO2S
Source: the Open Molecules 2025 dataset
Level of theory: ωB97M-V/def2-TZVPD

## Properties
- E (a.u.) = -682.5576
- E_LUMO (eV) = -0.85
- 2S+1 = 1
- F_max (eV/Å) = 4.22

Last column: natural (NBO) charge in e.
Atoms and positions in Å:
C  -0.195164  -0.783216  -1.125174  0.437
C  1.114239  -1.047931  -0.505366  -0.732
N  -0.819836  1.883466  0.797518  -1.000
O  -1.204688  -1.535558  -1.202562  -0.535
O  -1.183896  0.183596  2.422472  -0.842
S  -1.378504  1.593598  2.186681  1.445
H  -0.232131  0.187252  -1.656807  0.108
H  1.278242  -1.982149  -0.008925  0.235
H  1.600490  -0.246396  0.085082  0.246
H  1.844357  -1.080307  -1.325546  0.238
H  -0.823108  2.827645  0.332626  0.400

Cartesian forces, eV/Å:
C -3.49 -1.52 -0.63
C 1.81 0.13 -0.09
N -0.14 1.30 -0.22
O 3.58 2.17 0.56
O -0.35 0.06 0.91
S 0.86 -0.30 -1.97
H -0.11 -0.08 0.14
H -0.56 -0.56 0.48
H -1.05 -0.07 -0.03
H -0.23 -0.06 -0.40
H -0.32 -1.07 1.26

***

Please write out number 2 again, unchanged.
Formula: C2H5NO2
Source: the Open Molecules 2025 dataset
Level of theory: ωB97M-V/def2-TZVPD

## Properties
- E (a.u.) = -284.3817
- E_LUMO (eV) = -1.55
- 2S+1 = 1
- F_max (eV/Å) = 3.21

Last column: natural (NBO) charge in e.
Atoms and positions in Å:
C  0.359476  -0.357191  1.990231  0.102
N  0.040767  0.180962  0.864960  -0.556
H  1.287154  -0.835187  2.230418  0.209
H  -0.185741  -0.093836  2.879464  0.193
H  -0.922386  0.468762  0.688780  0.465
H  0.593179  -0.107450  0.021628  0.477
O  -1.319061  0.094676  -1.485212  -0.791
C  -0.287426  0.205711  -2.165431  0.635
O  0.890231  0.001417  -1.772035  -0.791
H  -0.456194  0.442132  -3.252807  0.058

Cartesian forces, eV/Å:
C -0.35 2.23 -0.19
N 0.68 -2.62 1.73
H 0.53 -0.42 -0.82
H -0.83 -0.29 0.06
H 0.13 0.51 -0.50
H -0.11 0.68 -1.37
O -0.62 0.24 0.70
C 0.04 -0.52 -0.56
O 0.15 0.14 0.52
H 0.38 0.05 0.42